Density functional theory data (the ωB97M-V functional and the def2-TZVPD basis) for C48H64BaCl2N2O11S5Si as an isolated structure at a distorted geometry.

For the gap between HOMO and LUMO, the calculation gives 6.3 eV. As for the HOMO energy: -2.6 eV. The total charge is -2.

XYZ file:
```
134
Properties=species:S:1:pos:R:3:forces:R:3
Ba -0.98722 -0.34502 0.05860 -1.268 -3.190 -3.744
C 0.29744 1.25262 -3.87397 -0.414 -0.153 -0.176
C 1.72173 0.77005 -3.70317 0.067 -0.075 0.501
S 2.01590 -0.07813 -2.11380 0.778 -1.673 -1.069
C 2.90261 -1.58265 -2.90803 -0.468 0.826 0.209
C 3.21478 -2.61110 -1.84539 -0.343 -0.211 0.088
S 1.77560 -3.36172 -1.00915 0.065 -0.222 -0.303
C 1.30578 -4.70737 -2.16808 0.057 0.606 0.350
C 0.45274 -4.30277 -3.35979 -0.665 0.228 0.050
S -1.10903 -3.48945 -2.81621 0.474 0.050 -0.155
C -1.50669 -2.54029 -4.32133 0.095 -0.273 0.302
C -0.59727 -1.36287 -4.62907 -0.100 0.763 0.260
S -1.06542 0.08384 -3.59405 0.440 -0.376 -0.225
H 0.17542 1.69483 -4.86886 0.107 0.070 0.052
H 0.11241 1.99630 -3.09986 -0.070 0.086 -0.128
H 2.35602 1.65908 -3.69925 0.042 0.001 -0.205
H 2.02933 0.10860 -4.51601 0.035 0.054 0.022
H 3.83942 -1.23584 -3.35389 0.088 -0.020 -0.048
H 2.29316 -2.01704 -3.70050 -0.002 -0.011 -0.058
H 3.75544 -2.13114 -1.03152 0.174 -0.009 0.095
H 3.81816 -3.43232 -2.24349 0.115 0.045 0.068
H 0.74201 -5.39436 -1.53904 0.036 -0.174 0.019
H 2.21779 -5.19957 -2.50989 0.007 -0.110 0.027
H 0.18563 -5.19492 -3.93717 0.141 0.049 -0.030
H 0.98975 -3.61104 -4.00389 0.051 -0.002 -0.049
H -2.51798 -2.17936 -4.13114 -0.109 -0.077 -0.139
H -1.51507 -3.24782 -5.15568 -0.137 0.126 -0.026
H -0.70636 -1.08369 -5.68138 0.076 -0.086 -0.021
H 0.44298 -1.59634 -4.42307 0.107 -0.066 -0.060
O -4.08583 1.35122 2.89888 -0.235 0.477 0.287
C -3.15137 1.01975 2.16019 -0.574 0.316 0.483
O -2.94400 -0.11586 1.67621 -0.025 -0.326 0.234
C -2.12687 2.09241 1.77625 -0.648 0.231 0.254
C -2.35057 3.45695 1.84678 -0.200 -0.126 0.062
C -1.36954 4.30044 1.34211 0.103 0.000 -0.043
C -0.21695 3.76324 0.79837 -0.042 0.005 -0.016
C -0.06679 2.38051 0.80158 0.326 0.386 0.053
N -1.00189 1.59819 1.29376 0.077 2.662 1.851
C 1.05831 1.59985 0.09822 0.480 0.968 0.012
O 2.35888 2.34628 0.67060 0.141 -0.216 0.317
O 1.13577 0.34535 0.48495 2.466 1.146 0.906
H -3.27616 3.82917 2.26342 -0.036 -0.069 0.005
H -1.51268 5.37721 1.35546 0.008 -0.024 0.016
H 0.55734 4.37662 0.37525 0.073 0.121 -0.021
C 5.30960 3.36300 3.16200 -0.210 0.243 -0.250
C 4.47029 4.31949 2.30172 0.296 0.342 0.673
C 3.05637 4.42202 2.86590 0.141 -0.158 -0.204
C 5.12812 5.71090 2.27379 -0.150 -0.409 -0.034
O 4.49403 3.82469 0.99211 0.121 -0.103 -0.216
Si 3.26488 3.42441 -0.04499 0.260 0.330 -0.053
O 0.99493 1.79141 -1.18652 -0.296 0.822 -0.507
O 2.49896 4.84957 -0.36334 -0.118 -0.086 0.201
C 2.35853 5.62015 -1.52998 -0.070 0.576 -0.546
C 3.73461 6.07859 -2.03015 -0.267 -0.136 0.175
C 1.52161 6.85174 -1.14650 0.215 -0.413 -0.035
C 1.64577 4.81031 -2.61243 0.027 0.060 0.352
O 4.08447 3.06594 -1.42330 -0.434 -0.013 -0.115
C 5.24011 2.27719 -1.56965 0.791 -0.290 -0.305
C 5.27990 1.79637 -3.02567 -0.096 0.137 0.364
C 5.21231 1.07468 -0.63072 -0.180 0.205 -0.087
C 6.46587 3.15590 -1.27575 -0.294 -0.113 -0.013
H 5.42092 3.74393 4.17578 0.001 0.010 0.145
H 6.29415 3.24093 2.71479 0.132 -0.012 -0.035
H 4.81819 2.39489 3.18847 -0.053 -0.185 0.043
H 3.06877 4.76786 3.89937 0.021 0.049 0.067
H 2.57886 3.44899 2.80699 -0.127 -0.090 0.112
H 2.47248 5.10503 2.25689 -0.159 0.201 -0.032
H 5.19424 6.13267 3.27458 0.003 0.075 0.143
H 4.53659 6.37001 1.64464 -0.091 0.126 -0.093
H 6.12774 5.63427 1.85045 0.135 0.006 -0.042
H 4.26267 6.58869 -1.22752 0.090 0.130 0.105
H 3.62753 6.75110 -2.88025 0.014 0.059 -0.088
H 4.30760 5.20401 -2.31454 0.156 -0.052 -0.137
H 1.99603 7.37192 -0.31781 0.086 0.109 0.107
H 0.52775 6.54202 -0.83462 -0.166 -0.037 0.036
H 1.43427 7.53054 -1.99256 -0.042 0.078 -0.101
H 2.19353 3.88696 -2.75984 0.059 -0.182 -0.202
H 1.58068 5.36636 -3.54619 -0.005 0.081 -0.118
H 0.64825 4.54152 -2.27363 -0.161 -0.063 -0.005
H 4.47302 1.09035 -3.18633 -0.154 -0.168 -0.064
H 6.23199 1.31433 -3.24413 0.096 -0.058 -0.019
H 5.14239 2.64027 -3.69886 0.028 0.126 -0.077
H 4.26554 0.55806 -0.75931 -0.112 -0.155 -0.023
H 5.26503 1.42242 0.39555 0.125 -0.042 0.270
H 6.03765 0.39582 -0.84076 0.124 -0.040 0.005
H 6.55265 3.94459 -2.02172 0.027 0.088 -0.115
H 7.37719 2.56050 -1.27585 0.128 -0.068 -0.029
H 6.32035 3.61389 -0.30217 0.150 0.042 0.089
Cl -5.79916 4.67527 -0.95431 -0.242 -0.036 0.250
C -4.50593 5.16743 -1.97742 0.162 -0.092 -0.201
C -4.20039 6.51332 -2.06048 -0.033 0.067 0.049
C -3.17269 6.93127 -2.88651 -0.031 -0.068 0.008
C -2.46502 5.99754 -3.62004 0.014 0.063 -0.090
C -2.79039 4.65347 -3.54022 -0.156 -0.070 0.173
Cl -1.87400 3.53119 -4.46617 0.229 0.066 0.011
C -3.82425 4.18532 -2.71360 -0.053 0.438 -0.135
N -4.19399 2.85282 -2.56716 0.260 -0.425 0.335
C -4.50394 2.00232 -3.61067 -0.403 -0.048 -0.310
C -4.71137 2.46343 -4.91010 -0.074 0.024 0.019
C -5.03523 1.59005 -5.93229 0.005 0.003 -0.040
C -5.15897 0.23727 -5.67645 -0.102 -0.112 -0.199
C -5.02561 -0.21872 -4.37430 0.014 0.067 -0.038
C -4.74075 0.63946 -3.32710 -0.062 0.104 -0.075
C -4.72725 0.12198 -1.92359 0.464 -0.074 0.341
C -3.27515 0.04339 -1.39232 -2.056 0.028 -0.873
O -2.72916 1.13012 -1.11994 -0.080 1.276 -0.091
O -2.75359 -1.07166 -1.32305 -1.564 -1.601 -1.436
H -4.78256 7.22320 -1.49076 0.010 -0.001 0.064
H -2.92895 7.98170 -2.95897 0.046 0.040 0.005
H -1.65014 6.29777 -4.25940 0.095 0.009 -0.068
H -3.73115 2.34445 -1.78340 0.050 0.201 -0.018
H -4.60511 3.51831 -5.11992 -0.021 0.060 -0.026
H -5.18964 1.97391 -6.93194 0.028 0.027 -0.077
H -5.39834 -0.45474 -6.47213 0.005 -0.045 -0.071
H -5.16448 -1.27042 -4.15732 -0.040 -0.050 0.058
H -5.15144 -0.87963 -1.88194 -0.066 0.047 -0.013
H -5.28470 0.79049 -1.26579 -0.096 0.029 0.044
C 1.82063 -2.61667 3.21041 -0.107 0.445 -0.740
S 1.34265 -1.32050 1.90265 2.541 -1.257 2.749
O 0.00835 -1.82362 1.53946 -0.145 -1.925 1.145
C 1.10738 -0.11123 3.20705 0.101 0.233 -0.083
C 2.21777 0.54662 3.70694 0.084 -0.042 -0.077
C 2.06538 1.48648 4.71089 0.081 -0.029 0.059
C 0.79860 1.78238 5.19136 -0.056 0.069 0.093
C -0.31063 1.12776 4.67957 0.027 0.049 0.133
C -0.15488 0.16876 3.69241 -0.004 -0.260 -0.100
H 0.98978 -2.77318 3.88541 -0.238 0.046 0.136
H 2.69752 -2.28062 3.75301 0.176 0.088 0.079
H 2.04225 -3.53099 2.67169 0.036 -0.184 -0.157
H 3.19157 0.32257 3.29499 0.162 0.059 -0.059
H 2.93092 1.99622 5.11574 0.033 0.030 -0.050
H 0.67894 2.53088 5.96430 -0.026 0.039 0.015
H -1.30078 1.36780 5.04129 -0.084 -0.003 -0.026
H -1.00444 -0.35415 3.28199 -0.216 -0.034 -0.064
```
Positions in Å, forces in eV/Å.

These are the Löwdin partial charges, in e, on atoms 1 to 5:
1. Ba 2.24
2. C -0.57
3. C -0.48
4. S 0.96
5. C -0.48